(1)
{"formula": "C2H5O2S", "method": "the ωB97M-V functional and the def2-TZVPD basis", "homo_lumo_gap_ev": 7.23, "total_charge": -1, "mol_weight_g_mol": 93.13, "symbols": ["C", "S", "H", "H", "H", "O", "C", "O", "H", "H"], "coordinates": [[1.4857, -0.8134, 0.2875], [1.6759, 0.8422, -0.4457], [2.1435, -0.9727, 1.1470], [0.4751, -1.0045, 0.6504], [1.7214, -1.6108, -0.4193], [-2.8696, 0.0887, 0.2162], [-1.8553, 0.7021, 0.0086], [-1.2377, 0.7908, -1.1508], [-1.3264, 1.3030, 0.7732], [-0.2127, 0.6745, -1.0672]], "atomic_forces_ev_per_a": [[0.2192, -0.2716, 0.1965], [-0.1380, -0.1847, -0.0592], [0.0630, 0.1519, 0.0105], [-0.1754, 0.0583, -0.0119], [-0.0119, 0.0075, -0.1400], [-0.3950, 0.1073, -0.0053], [0.8967, 0.3763, 0.0500], [-0.5004, -0.9760, -0.6790], [-0.1292, -0.2563, 0.2626], [0.1710, 0.9873, 0.3758]], "mulliken_charge": [-0.721, -0.640, 0.231, 0.189, 0.212, -0.541, 0.226, -0.422, 0.326, 0.140]}

***

(2)
{"formula": "C2H5O3PS2", "method": "the ωB97M-V functional and the def2-TZVPD basis", "homo_lumo_gap_ev": 4.85, "smiles": "C[P@@](=O)([O-])[C@](O)([S-])S", "total_charge": -2, "mol_weight_g_mol": 172.17, "symbols": ["C", "P", "O", "O", "C", "O", "S", "S", "H", "H", "H", "H", "H"], "coordinates": [[-1.9252, 0.2073, -0.8323], [-0.2950, 0.4792, 0.1141], [-0.1297, 1.9541, 0.1967], [-0.5180, -0.2028, 1.4844], [1.7825, -0.2087, -0.0680], [2.2445, 0.0498, 1.1893], [2.5790, 0.5841, -1.3132], [1.3333, -2.2079, 0.0158], [-2.0808, 1.0308, -1.5779], [-2.4705, 0.4714, 0.1157], [-2.0861, -0.6873, -1.4616], [1.3564, 0.2960, 1.5361], [0.2096, -1.7660, 0.6010]], "atomic_forces_ev_per_a": [[0.8107, 1.2502, -0.5967], [1.6583, -0.4266, 1.4935], [-0.3994, 1.0706, -0.4811], [-0.5432, 0.0838, -0.6832], [-2.7391, -0.5981, -0.6367], [-0.8174, 0.6114, 0.5560], [1.2013, -0.1284, -1.6136], [0.5319, 0.3913, -0.8517], [0.3923, -0.3061, 0.8502], [-0.4094, -0.9785, -1.2275], [-0.1675, -0.1537, 1.2869], [0.5177, -0.2995, 1.4894], [-0.0360, -0.5163, 0.4145]], "mulliken_charge": [-0.991, 0.724, -0.693, -0.771, -0.031, -0.415, -0.632, -0.424, 0.269, 0.185, 0.298, 0.355, 0.126]}

***

(3)
{"formula": "C2H5O4PS", "method": "the ωB97M-V functional and the def2-TZVPD basis", "homo_lumo_gap_ev": 5.49, "smiles": "C[C@@](O)([S-])[P@](=O)([O-])O", "total_charge": -2, "mol_weight_g_mol": 156.10, "symbols": ["C", "C", "O", "S", "P", "O", "O", "O", "H", "H", "H", "H", "H"], "coordinates": [[-0.0178, 0.2581, -0.9587], [0.1717, 0.2542, 0.5566], [1.5654, 0.5085, 0.8681], [-0.9167, 1.4262, 1.3198], [-0.0834, -1.5337, 1.1250], [1.2299, -2.2696, 1.1972], [-1.2493, -2.1977, 0.4901], [-0.5034, -1.2929, 2.6892], [-0.9967, 0.0850, -1.2963], [0.2300, 1.3871, -1.2141], [0.7326, -0.3353, -1.4155], [1.9874, -0.3077, 0.8900], [-1.2613, -0.8182, 2.6584]], "atomic_forces_ev_per_a": [[1.7263, 3.9415, 0.4363], [0.0795, -1.6962, -0.0803], [-1.1688, 3.0923, -0.4172], [-0.5196, 0.6157, 0.3788], [0.0357, -0.1273, 1.2300], [0.4220, 0.4171, -0.4512], [-0.6581, -0.1517, -1.0073], [3.8220, -2.5837, 0.5069], [-1.2327, -0.5831, -0.1938], [-0.4185, -1.9845, 0.0778], [0.6044, -0.9146, -0.7090], [1.1119, -2.7425, 0.1821], [-3.8040, 2.7171, 0.0469]], "mulliken_charge": [-1.353, 0.572, -0.548, -0.762, 0.775, -0.848, -0.790, -0.497, 0.298, 0.270, 0.323, 0.321, 0.239]}